No. 1
Formula: C23H34As2F6N3O2S2Si2Tc
Source: the OMol25 dataset
Level of theory: ωB97M-V/def2-TZVPD

Positions of all 75 atoms, in Å:
Tc -0.843 0.616 -0.387
O -5.168 0.201 2.983
C -4.121 -0.174 3.738
C -4.354 -0.376 5.099
C -3.323 -0.751 5.938
C -2.029 -0.935 5.444
C -1.798 -0.748 4.100
C -2.824 -0.365 3.230
C -2.492 -0.130 1.820
O -1.303 -0.400 1.394
N -3.444 0.341 1.014
N -2.883 0.522 -0.219
C -3.605 0.520 -1.274
C -2.859 0.357 -2.520
C -3.457 0.310 -3.766
C -2.687 0.002 -4.875
C -1.336 -0.237 -4.702
C -0.803 -0.147 -3.434
N -1.534 0.143 -2.356
H -4.844 0.345 2.070
H -5.362 -0.229 5.469
H -3.526 -0.902 6.993
H -1.221 -1.224 6.105
H -0.812 -0.895 3.681
H -4.687 0.485 -1.218
H -4.521 0.501 -3.842
H -3.134 -0.057 -5.859
H -0.698 -0.504 -5.534
H 0.242 -0.309 -3.258
C 0.301 5.195 -1.151
C 0.012 3.841 -0.547
S -0.422 2.616 -1.602
C 0.079 3.594 0.815
C 0.482 4.646 1.820
S -0.317 2.078 1.408
H -0.054 5.241 -2.180
H 1.376 5.397 -1.155
H -0.186 5.990 -0.583
H 0.233 5.652 1.478
H 1.561 4.608 1.996
H -0.011 4.469 2.774
C 4.123 -1.877 -1.961
Si 2.684 -0.836 -2.448
C 1.927 -1.673 -3.917
C 3.190 0.898 -2.883
As 1.325 -0.396 -0.551
Si 2.730 -0.823 1.311
C 4.069 0.448 1.107
C 3.348 -2.553 1.312
C 1.797 -0.547 2.869
H 4.783 -1.983 -2.832
H 3.765 -2.875 -1.683
H 4.709 -1.474 -1.132
H 2.706 -2.289 -4.379
H 1.564 -0.961 -4.667
H 1.105 -2.335 -3.623
H 3.747 0.940 -3.830
H 3.820 1.322 -2.092
H 2.303 1.536 -2.974
H 4.737 0.208 0.275
H 4.676 0.522 2.020
H 3.625 1.430 0.912
H 3.981 -2.787 0.457
H 2.493 -3.234 1.297
H 3.923 -2.732 2.229
H 1.402 0.466 2.960
H 2.443 -0.760 3.731
H 0.955 -1.249 2.884
F -1.756 -2.247 -0.649
As -0.810 -3.699 -0.461
F 0.150 -2.888 0.747
F 0.281 -3.061 -1.678
F 0.191 -5.088 -0.313
F -1.733 -4.441 -1.697
F -1.880 -4.249 0.751

Summary:
LUMO energy (alpha / beta): -2.766 / -2.749 eV
spin multiplicity: 1
net charge: 0

Here are the Mulliken charges for atoms 1 to 6, given in e:
1 Tc -0.751
2 O -0.660
3 C 0.300
4 C -0.643
5 C -0.362
6 C -0.835



No. 2
Formula: C23H34B2N6O3STc
Source: the OMol25 dataset
Level of theory: ωB97M-V/def2-TZVPD

Positions of all 70 atoms, in Å:
Tc 15.245 10.137 11.166
B 17.485 11.164 12.298
N 17.095 9.992 13.189
C 17.506 9.482 14.390
C 16.832 8.295 14.636
C 16.057 8.067 13.479
N 16.194 9.110 12.635
N 17.972 10.636 10.915
C 19.101 10.619 10.151
C 18.754 10.169 8.889
C 17.401 9.896 8.897
N 16.925 10.207 10.144
H 18.204 11.920 12.896
H 16.406 11.708 12.003
H 18.195 10.071 14.968
H 17.074 7.573 15.391
H 15.439 7.220 13.252
H 19.995 10.986 10.567
H 19.435 10.015 8.066
H 16.796 9.379 8.184
C 12.356 5.539 11.457
C 12.709 6.706 10.560
C 11.474 7.443 10.019
O 13.360 7.764 11.420
B 14.264 8.357 10.612
O 14.540 7.798 9.451
C 13.859 6.500 9.483
C 14.926 5.500 10.009
C 13.284 6.087 8.085
H 11.485 5.816 12.099
H 13.110 5.233 12.146
H 12.000 4.676 10.935
H 10.886 7.930 10.773
H 10.834 6.692 9.501
H 11.711 8.186 9.220
H 15.307 5.741 10.990
H 15.762 5.618 9.325
H 14.502 4.504 9.888
H 12.793 6.926 7.663
H 12.546 5.269 8.141
H 14.041 5.755 7.370
C 8.382 12.386 10.042
C 8.816 11.133 10.809
C 10.374 11.022 10.983
N 11.026 10.730 9.681
C 12.306 10.868 9.370
S 13.408 11.507 10.458
N 12.795 10.551 8.162
C 12.204 9.698 7.130
O 12.849 8.841 6.610
C 10.813 9.996 6.752
C 10.304 11.293 6.721
C 8.925 11.525 6.420
C 8.077 10.476 6.243
C 8.604 9.157 6.351
C 9.940 8.918 6.548
H 7.337 12.422 9.784
H 8.907 12.450 9.073
H 8.609 13.290 10.611
H 8.468 10.214 10.333
H 8.396 11.047 11.843
H 10.589 10.218 11.722
H 10.720 11.953 11.437
H 10.428 10.500 8.915
H 13.810 10.576 8.053
H 10.915 12.183 6.765
H 8.606 12.535 6.290
H 7.019 10.651 6.000
H 7.955 8.328 6.143
H 10.335 7.908 6.675

Summary:
<S²>: 3.777
LUMO energy (alpha / beta): -7.452 / -8.292 eV
spin multiplicity: 4
net charge: +2

Here are the natural (NBO) charges for atoms 1 to 6, given in e:
1 Tc 1.154
2 B 0.197
3 N -0.315
4 C 0.080
5 C -0.302
6 C 0.039



No. 3
Formula: C23H34Cl2LuN3O3
Source: the OMol25 dataset
Level of theory: ωB97M-V/def2-TZVPD

Positions of all 66 atoms, in Å:
O -0.481 -3.539 0.372
C 0.335 -3.473 -0.525
C 1.792 -3.623 -0.342
C 2.538 -2.983 0.682
H 2.190 -2.068 1.192
C 3.727 -3.608 1.096
H 4.271 -3.271 1.997
C 4.184 -4.744 0.397
H 5.044 -5.313 0.750
C 3.544 -5.212 -0.769
H 3.856 -6.118 -1.312
C 2.406 -4.545 -1.207
H 1.876 -4.825 -2.132
H 0.055 -3.177 -1.541
C 0.216 -0.962 -3.284
C 1.097 -0.534 -2.164
H 0.785 -1.577 -3.999
H -0.095 -0.027 -3.777
H -0.683 -1.529 -2.991
C 2.417 -0.651 -2.136
C 3.188 -0.359 -3.393
H 3.004 -1.041 -1.327
H 3.779 -1.199 -3.784
H 3.818 0.508 -3.182
H 2.496 -0.007 -4.165
Lu 0.588 1.129 -1.068
Cl 2.540 0.941 0.497
Cl 0.892 2.572 -3.049
C 0.977 3.629 0.203
O 0.049 2.763 0.237
N 0.737 4.918 0.284
C -0.652 5.355 0.400
C 1.842 5.862 0.296
H 2.015 3.294 0.100
H -1.276 4.466 0.445
H -0.944 5.939 -0.473
H -0.796 5.954 1.299
H 2.756 5.261 0.295
H 1.815 6.485 1.197
H 1.829 6.497 -0.598
H -4.686 1.422 -2.035
H -5.457 -0.685 -0.928
C -3.905 0.821 -2.514
C -4.593 -1.217 -1.346
N -3.523 -0.269 -1.616
H -3.055 1.450 -2.769
C -2.399 -0.294 -0.921
O -1.501 0.583 -0.991
H -4.250 -1.974 -0.638
H -2.279 -1.176 -0.269
H -4.327 0.367 -3.415
H -4.892 -1.705 -2.280
C -2.581 -0.012 5.715
C -1.880 0.085 4.395
C -1.940 -0.968 3.478
C -1.256 -0.852 2.258
N -0.552 0.231 1.946
C -0.491 1.240 2.806
C -1.144 1.228 4.049
H -3.660 -0.119 5.583
H -2.240 -0.880 6.283
H -2.397 0.878 6.313
H -2.507 -1.878 3.661
H -1.264 -1.654 1.518
H 0.098 2.097 2.498
H -1.052 2.096 4.696

Summary:
LUMO energy: 0.333 eV
spin multiplicity: 1
net charge: 0

Here are the natural (NBO) charges for atoms 1 to 6, given in e:
1 O -0.560
2 C 0.443
3 C -0.136
4 C -0.177
5 H 0.253
6 C -0.203



No. 4
Formula: C23H34Cl2O4SSiTc
Source: the OMol25 dataset
Level of theory: ωB97M-V/def2-TZVPD

Positions of all 66 atoms, in Å:
Tc -0.901 -0.364 0.458
C -0.929 1.481 -2.207
O -1.670 1.148 -1.041
C -3.086 1.210 -1.257
C -3.811 0.107 -0.478
O -3.292 -0.054 0.829
C -3.611 0.987 1.752
C -2.468 1.071 2.763
O -1.215 1.290 2.124
C -0.902 2.665 1.931
H -1.225 2.465 -2.575
H -1.088 0.738 -2.990
H 0.121 1.504 -1.918
H -3.311 1.082 -2.318
H -3.431 2.204 -0.943
H -3.655 -0.859 -0.969
H -4.883 0.326 -0.452
H -4.550 0.741 2.262
H -3.733 1.940 1.231
H -2.387 0.115 3.286
H -2.667 1.862 3.491
H -0.847 3.168 2.900
H -1.628 3.183 1.300
H 0.069 2.699 1.447
Cl -0.861 -2.023 2.039
C -1.585 -3.420 1.321
C -2.058 -4.439 2.124
C -2.564 -5.581 1.518
C -2.608 -5.684 0.138
C -2.168 -4.640 -0.663
Cl -2.255 -4.757 -2.372
C -1.661 -3.469 -0.072
S -1.154 -2.135 -1.068
H -2.024 -4.355 3.199
H -2.927 -6.390 2.132
H -2.982 -6.582 -0.325
C 2.374 -1.468 2.329
C 2.069 -0.185 1.657
C 2.380 1.066 2.379
O 1.532 -0.168 0.458
H 3.416 -1.483 2.653
H 2.191 -2.314 1.676
H 1.779 -1.583 3.236
H 3.443 1.094 2.625
H 1.850 1.111 3.330
H 2.130 1.939 1.789
C 2.082 -1.551 -2.061
Si 2.667 -0.103 -0.988
C 4.413 -0.406 -0.313
C 2.491 1.615 -1.773
C 2.593 2.812 -1.055
C 2.569 4.041 -1.690
C 2.454 4.106 -3.069
C 2.367 2.936 -3.806
C 2.393 1.711 -3.166
H 2.924 -2.189 -2.312
H 1.665 -1.213 -3.004
H 1.332 -2.166 -1.572
H 5.046 -0.643 -1.165
H 4.482 -1.243 0.376
H 4.849 0.467 0.166
H 2.712 2.785 0.018
H 2.666 4.949 -1.109
H 2.439 5.063 -3.566
H 2.303 2.978 -4.882
H 2.340 0.812 -3.757

Summary:
<S²>: 3.773
LUMO energy (alpha / beta): -7.579 / -7.412 eV
spin multiplicity: 4
net charge: +2

Here are the natural (NBO) charges for atoms 1 to 6, given in e:
1 Tc 0.823
2 C -0.259
3 O -0.584
4 C -0.098
5 C -0.104
6 O -0.556



What is the formula in the second record?
C23H34B2N6O3STc



spin multiplicity of number 2 (C23H34B2N6O3STc)?
4